Entry from the OMol25 dataset: a structure of composition C32H48BN5P2PdS2 (ωB97M-V/def2-TZVPD).

CARTESIAN COORDINATES (ANGSTROEM)
Pd1 0.077 0.086 0.055
C1 0.279 -3.742 1.211
C2 -0.760 -2.907 1.967
C3 -1.842 -3.841 2.513
P1 -1.351 -1.529 0.876
C4 -2.946 -0.963 1.602
C5 -3.629 0.038 0.677
C6 -2.763 -0.376 3.002
C7 -1.805 -2.332 -0.682
C8 -2.871 -3.223 -0.817
C9 -3.173 -3.794 -2.037
C10 -2.400 -3.448 -3.146
C11 -1.343 -2.571 -3.037
C12 -1.002 -2.005 -1.791
N1 0.005 -1.068 -1.635
C13 1.135 -1.035 -2.451
C14 1.662 -2.122 -3.159
C15 2.815 -1.974 -3.910
C16 3.480 -0.755 -3.990
C17 2.972 0.330 -3.292
C18 1.826 0.201 -2.523
P2 1.045 1.469 -1.489
C19 -0.187 2.378 -2.534
C20 -1.606 1.843 -2.350
C21 0.191 2.381 -4.016
C22 2.245 2.783 -0.995
C23 3.463 2.243 -0.251
C24 2.671 3.781 -2.076
H1 0.839 -4.355 1.922
H2 0.987 -3.122 0.661
H3 -0.214 -4.409 0.501
H4 -0.264 -2.402 2.798
H5 -2.290 -4.431 1.711
H6 -2.640 -3.331 3.049
H7 -1.382 -4.547 3.207
H8 -3.573 -1.858 1.669
H9 -3.028 0.943 0.577
H10 -4.597 0.323 1.095
H11 -3.791 -0.371 -0.321
H12 -2.152 0.528 2.966
H13 -2.277 -1.064 3.693
H14 -3.738 -0.115 3.419
H15 -3.481 -3.461 0.046
H16 -4.003 -4.480 -2.136
H17 -2.643 -3.855 -4.120
H18 -0.783 -2.295 -3.919
H19 1.192 -3.093 -3.089
H20 3.212 -2.837 -4.429
H21 4.386 -0.656 -4.573
H22 3.491 1.278 -3.333
H23 -0.159 3.404 -2.148
H24 -1.670 0.792 -2.636
H25 -2.293 2.415 -2.979
H26 -1.931 1.925 -1.314
H27 0.127 1.370 -4.421
H28 1.203 2.741 -4.203
H29 -0.503 3.014 -4.573
H30 1.637 3.337 -0.267
H31 4.132 1.702 -0.922
H32 3.184 1.557 0.548
H33 4.019 3.081 0.178
H34 3.303 3.320 -2.835
H35 3.263 4.572 -1.609
H36 1.831 4.256 -2.581
C25 1.255 4.609 1.905
N2 1.757 3.360 2.441
C26 2.914 3.231 3.182
C27 2.965 1.943 3.588
N3 1.854 1.289 3.110
B1 1.405 -0.137 3.582
N4 2.535 -1.173 3.333
C28 3.110 -1.918 4.342
C29 3.908 -2.852 3.785
N5 3.824 -2.675 2.417
C30 4.518 -3.479 1.435
C31 2.978 -1.645 2.144
S1 2.613 -1.098 0.577
C32 1.125 2.162 2.404
S2 -0.356 1.885 1.539
H37 2.100 5.225 1.603
H38 0.666 5.137 2.655
H39 0.620 4.401 1.048
H40 3.578 4.060 3.342
H41 3.700 1.430 4.182
H42 1.229 -0.093 4.778
H43 0.415 -0.419 2.982
H44 2.885 -1.714 5.373
H45 4.529 -3.612 4.224
H46 4.342 -4.536 1.638
H47 5.589 -3.275 1.461
H48 4.126 -3.221 0.454

Calculated values
molecular weight = 746.09 g mol⁻¹
spin multiplicity = 1
LUMO energy = 0.490 eV
energy above the lowest of the compared OMol25 structures with the same formula, charge and spin = 0.0000 eV



Entry from the OMol25 dataset: a cluster of 9 separate species, C32H48F6O24P in total (ωB97M-V/def2-TZVPD).

CARTESIAN COORDINATES (ANGSTROEM)
P1 -0.626 0.814 0.244
F1 -2.149 0.549 0.692
F2 -0.488 -0.764 0.030
F3 -0.996 1.066 -1.277
F4 0.927 1.066 -0.169
F5 -0.829 2.384 0.570
F6 -0.131 0.605 1.794
C1 0.975 -0.071 4.625
C2 2.309 -0.304 3.991
C3 2.533 0.442 2.659
O1 3.844 0.965 2.802
C4 4.190 1.006 4.100
O2 5.121 1.557 4.536
O3 3.280 0.363 4.852
H1 0.159 -0.498 4.048
H2 0.794 1.006 4.638
H3 1.001 -0.427 5.653
H4 2.633 -1.345 3.969
H5 1.825 1.245 2.550
H6 2.500 -0.280 1.848
C5 6.787 1.889 -1.532
C6 6.042 0.837 -0.782
C7 4.674 0.419 -1.350
O4 4.693 -1.003 -1.264
C8 5.963 -1.434 -0.977
O5 6.292 -2.586 -0.975
O6 6.795 -0.392 -0.860
H7 6.133 2.539 -2.110
H8 7.448 1.400 -2.256
H9 7.430 2.449 -0.866
H10 5.916 1.091 0.264
H11 4.519 0.761 -2.371
H12 3.896 0.786 -0.681
C9 -2.804 -2.347 -2.284
C10 -2.892 -1.697 -3.650
C11 -3.029 -0.164 -3.631
O7 -2.138 0.272 -4.657
C12 -1.319 -0.747 -5.008
O8 -0.360 -0.658 -5.694
O9 -1.660 -1.873 -4.335
H13 -3.808 -2.411 -1.854
H14 -2.248 -1.657 -1.637
H15 -2.323 -3.318 -2.286
H16 -3.719 -2.153 -4.206
H17 -2.701 0.234 -2.666
H18 -4.049 0.145 -3.851
C13 -4.842 2.637 -0.903
C14 -3.769 3.686 -1.001
C15 -2.883 3.492 -2.279
O10 -2.833 4.804 -2.839
C16 -3.715 5.620 -2.228
O11 -3.905 6.743 -2.511
O12 -4.359 4.971 -1.239
H19 -5.616 2.775 -1.653
H20 -5.323 2.700 0.078
H21 -4.359 1.657 -0.931
H22 -3.196 3.705 -0.076
H23 -3.380 2.793 -2.947
H24 -1.904 3.185 -1.929
C17 1.710 -0.863 -3.217
C18 2.191 -2.213 -2.762
C19 1.559 -2.757 -1.486
O13 0.379 -3.434 -1.971
C20 0.606 -3.769 -3.269
O14 -0.123 -4.438 -3.908
O15 1.772 -3.249 -3.694
H25 0.618 -0.879 -3.157
H26 1.991 -0.597 -4.230
H27 2.083 -0.104 -2.530
H28 3.268 -2.205 -2.630
H29 1.303 -1.985 -0.767
H30 2.165 -3.559 -1.061
C21 -4.537 -0.243 2.812
C22 -4.603 -0.929 1.467
C23 -3.507 -1.960 1.183
O16 -4.214 -3.162 0.909
C24 -5.546 -3.005 1.064
O17 -6.358 -3.858 0.904
O18 -5.831 -1.737 1.394
H31 -3.644 0.381 2.863
H32 -4.492 -1.002 3.594
H33 -5.414 0.387 2.944
H34 -4.782 -0.240 0.640
H35 -2.900 -2.077 2.083
H36 -2.873 -1.650 0.362
C25 -0.037 -3.168 2.131
C26 -0.540 -4.510 2.571
C27 -1.771 -5.050 1.848
O19 -1.485 -6.443 1.683
C28 -0.186 -6.672 1.934
O20 0.351 -7.731 1.847
O21 0.439 -5.513 2.289
H37 -0.724 -2.358 2.344
H38 0.231 -3.209 1.071
H39 0.923 -2.968 2.619
H40 -0.702 -4.529 3.655
H41 -1.901 -4.591 0.865
H42 -2.703 -4.960 2.400
C29 1.215 5.035 -0.118
C30 1.553 5.188 1.356
C31 1.991 3.861 2.007
O22 3.423 3.922 1.918
C32 3.788 5.211 1.706
O23 4.894 5.592 1.616
O24 2.704 6.003 1.538
H43 0.752 5.961 -0.465
H44 0.545 4.196 -0.298
H45 2.118 4.859 -0.708
H46 0.685 5.582 1.878
H47 1.561 2.993 1.530
H48 1.729 3.918 3.069

Calculated values
charge = -1
molecular weight = 961.67 g mol⁻¹
spin multiplicity = 1
LUMO energy = 1.799 eV
energy above the lowest of the compared OMol25 structures with the same formula, charge and spin = 0.8128 eV